DFT (ωB97M-V with the def2-TZVPD basis set) results for a 2-piece molecular cluster, C2H4BrFO overall.

Last column: Löwdin charge in e.
Element x y z (Å)
C  0.585  -0.002  -0.153  -0.101
C  -0.523  0.113  0.717  -0.696
O  -1.752  -0.266  0.444  0.077
F  -0.694  2.343  0.718  -0.536
Br  -0.083  0.325  2.576  0.827
H  1.284  -0.745  0.156  0.092
H  0.462  -0.466  -1.062  0.075
H  1.115  0.913  -0.361  0.116
H  -2.422  -0.040  1.122  0.146

Its net charge is 0. Its HOMO energy is -9.70 eV. The calculation puts the energy above the lowest of the compared OMol25 structures with the same formula, charge and spin at 68.91 kcal per mole. As for the spin multiplicity: 1. The calculation puts the total energy at -2827.623037 Ha. The gap between HOMO and LUMO is 0.334 Ha.